[1]
DFT (ωB97M-V/def2-TZVPD) results for a cluster of 8 separate species, C16H48O16 in total.

Structure (XYZ):
```
80
Properties=species:S:1:pos:R:3:forces:R:3:mulliken_charge:R:1
O -1.37817 7.57522 0.03163 0.20 -0.36 -1.44 -0.5092
C -2.12743 7.41080 -1.22970 -1.82 0.41 2.23 -0.3540
C -1.52098 6.40936 -2.15140 1.42 1.01 1.18 -0.4054
O -0.27571 7.00017 -2.59214 -0.60 -0.87 -0.61 -0.5099
H -1.75813 8.32021 0.50303 -0.04 0.03 -0.09 0.2899
H -3.09394 7.04385 -0.88429 -0.36 -0.48 -0.21 0.3121
H -2.41333 8.38005 -1.63826 0.80 0.11 -0.51 0.3463
H -2.21279 6.10971 -2.93861 0.31 0.32 -0.30 0.3040
H -1.31204 5.54012 -1.52781 0.01 -0.31 -0.17 0.2276
H 0.41072 6.60726 -2.04805 0.15 0.14 -0.05 0.3030
O -9.11666 -4.81018 1.41870 -0.65 -0.29 -0.88 -0.5187
C -8.47300 -3.61890 1.71875 0.51 1.36 0.74 -0.4861
C -8.83707 -2.34855 0.88889 -0.30 -0.52 -0.02 -0.2845
O -10.20679 -1.92900 1.08182 0.38 -0.78 0.50 -0.5264
H -10.05010 -4.58869 1.45365 -0.33 -0.34 -0.06 0.3242
H -8.62070 -3.44833 2.78514 -0.21 0.65 0.22 0.3077
H -7.40004 -3.80293 1.66402 0.08 0.11 -0.51 0.3232
H -8.71160 -2.56130 -0.17276 0.16 -0.17 -0.12 0.2564
H -8.13913 -1.55213 1.14716 0.04 0.02 0.21 0.3130
H -10.33916 -1.00150 0.87244 0.32 -0.04 -0.08 0.2915
O -2.70873 -1.09768 0.71684 -0.36 -1.58 1.19 -0.5076
C -2.08025 0.08366 0.41048 0.44 1.34 -2.68 -0.2576
C -0.54852 0.01851 0.25163 0.44 0.30 1.91 -0.3834
O 0.03228 1.27690 -0.18339 -0.76 -1.40 -0.15 -0.4695
H -3.03817 -1.51574 -0.08209 0.09 0.01 0.09 0.3169
H -2.39982 0.31051 -0.60664 -0.12 0.63 -0.36 0.2140
H -2.46854 0.92667 0.98204 0.46 -0.17 0.59 0.2831
H -0.24290 -0.86619 -0.30696 -0.19 0.24 -0.78 0.2473
H -0.07421 -0.19646 1.20918 -0.12 0.24 0.33 0.2632
H 0.04335 1.20603 -1.14071 0.12 0.38 -0.18 0.2926
O 0.03379 -5.96944 1.61783 1.35 1.57 1.77 -0.5184
C -0.08840 -7.22315 1.03511 -2.33 0.34 0.89 -0.3042
C -1.32895 -7.96270 1.75320 0.70 -0.77 -1.66 -0.3154
O -2.53159 -7.24065 1.61236 -0.28 1.22 -0.25 -0.5128
H -0.75567 -5.42430 1.58375 -0.30 -0.45 -0.25 0.3123
H -0.22761 -6.90313 0.00250 -0.50 -1.57 -0.62 0.2043
H 0.86390 -7.73821 1.16128 -0.25 -0.19 0.09 0.2613
H -1.21589 -8.17761 2.81580 0.88 0.18 0.01 0.2566
H -1.54966 -8.89781 1.23847 0.75 -0.48 0.01 0.3188
H -3.25298 -7.87397 1.62248 -0.01 0.16 0.01 0.2967
O 5.13350 -3.54773 3.36718 1.01 1.50 0.28 -0.5225
C 4.98794 -2.19594 3.95156 0.80 -0.99 0.69 -0.2143
C 6.30769 -1.70419 4.70345 -0.14 -0.80 -0.10 -0.5315
O 7.50843 -1.59136 3.95463 -0.10 -0.55 -0.41 -0.5163
H 4.27551 -3.87514 3.08746 -0.16 0.28 0.08 0.3013
H 4.63761 -1.45837 3.22949 0.06 -0.11 -0.19 0.2589
H 4.23655 -2.37781 4.71998 -0.11 0.79 0.24 0.2759
H 6.50960 -2.41645 5.50345 0.09 -0.50 -0.30 0.2756
H 6.26265 -0.78481 5.28724 -1.23 0.35 -0.30 0.3750
H 7.57218 -0.73102 3.53352 -0.23 0.02 0.01 0.2983
O 2.93616 6.58571 0.46124 -0.27 0.20 -1.04 -0.5154
C 3.81888 7.13543 1.42788 -1.23 0.44 -0.19 -0.3371
C 3.28896 8.42288 2.11033 -0.24 -0.51 0.52 -0.3990
O 2.25029 8.07982 3.08379 1.22 0.12 -0.62 -0.5186
H 2.16524 6.11210 0.78214 0.21 0.09 0.60 0.3043
H 3.95384 6.36921 2.19128 0.52 0.29 0.31 0.2804
H 4.72317 7.32392 0.84922 0.14 0.07 0.34 0.2940
H 2.83487 9.22216 1.52464 0.24 -0.44 -0.96 0.2698
H 4.15160 8.91585 2.55861 -0.16 -0.23 0.77 0.3312
H 1.57620 7.72334 2.50061 -0.48 -0.05 0.24 0.2859
O 4.71329 1.57052 -3.66020 0.26 0.07 -0.12 -0.5145
C 5.49522 2.40789 -2.82880 -1.81 0.30 0.63 -0.3658
C 6.91192 2.04401 -2.82082 1.67 1.39 -0.52 -0.3567
O 7.45757 2.22776 -4.20207 -0.60 -0.81 1.63 -0.5246
H 5.12659 1.71910 -4.51385 -0.20 -0.28 -0.50 0.3182
H 5.32683 3.45323 -3.08766 0.23 0.18 -0.28 0.2881
H 5.08100 2.30922 -1.82542 0.09 -0.11 0.18 0.2999
H 7.06813 1.15315 -2.21248 0.31 -0.82 -1.15 0.3031
H 7.44427 2.79055 -2.23142 0.04 0.26 0.00 0.2460
H 7.73184 1.38770 -4.57714 -0.01 -0.18 0.14 0.3066
O -3.50207 -3.71873 -3.24584 -5.62 0.09 0.25 -0.5236
C -2.23400 -3.83959 -3.56301 4.12 0.73 0.41 -0.3170
C -1.77623 -4.47309 -4.89510 -1.27 2.44 0.74 -0.3935
O -1.39273 -5.78062 -4.75018 0.41 -1.13 -0.02 -0.4930
H -4.02625 -4.52296 -3.25114 0.15 -0.23 0.00 0.2975
H -1.94577 -2.79280 -3.46676 0.88 0.15 -0.65 0.2709
H -1.75144 -4.28669 -2.69390 0.93 -0.68 -0.17 0.2593
H -1.00650 -3.81003 -5.29004 0.45 -0.62 -0.08 0.3229
H -2.63520 -4.34915 -5.55458 -0.19 -0.14 -0.44 0.2705
H -2.10268 -6.16757 -4.23263 0.17 -0.60 0.01 0.3067
```
Positions in Å, forces in eV/Å.

Output
- gap between HOMO and LUMO (eV) = 10.1467
- molecular weight (g mol⁻¹) = 496.54
- E_HOMO (eV) = -10.085
- SMILES = OCCO.OCCO.OCCO.OCCO.OCCO.OCCO.OCCO.OCCO

=====

[2]
DFT (ωB97M-V/def2-TZVPD) results for a cluster of 8 separate species, C16H48O8 in total.

Structure (XYZ):
```
72
Properties=species:S:1:pos:R:3:forces:R:3:mulliken_spin:R:1
C -2.00346 2.41051 3.15985 0.18 -1.06 -0.39 0.1782
C -1.91024 1.05792 3.95996 -1.59 1.70 -0.12 1.6049
O -0.77578 0.29383 3.72987 0.99 0.08 -1.10 -1.7253
H -2.21669 2.33384 2.09367 0.42 -0.57 -0.21 0.0359
H -1.06034 2.94681 3.26468 -0.15 0.16 0.14 -0.0935
H -2.86515 3.01568 3.44159 0.10 -0.02 0.81 -0.0832
H -2.76948 0.40980 3.78746 -0.40 0.29 -0.09 -0.0062
H -1.98375 1.38336 4.99765 0.14 -0.29 0.27 -0.1706
H -0.45421 -0.03391 4.57295 0.28 -0.24 0.58 0.7033
C 1.21376 -2.82515 4.66070 0.26 0.00 -1.87 0.5076
C 0.92125 -2.53764 3.14221 0.26 1.22 1.69 0.4426
O 1.78401 -1.40445 2.78013 -0.23 -1.46 -0.25 -0.4167
H 0.75024 -3.75020 5.00354 -0.19 0.12 0.13 -0.1400
H 0.91160 -1.94205 5.22368 -0.03 -0.21 0.24 -0.1778
H 2.29735 -2.93665 4.69958 0.06 0.00 0.37 0.0423
H -0.12648 -2.24930 3.05721 -0.04 0.04 -0.26 -0.1868
H 1.09375 -3.41323 2.51636 0.38 0.23 -0.14 0.0738
H 1.27128 -0.59380 2.74087 -0.42 -0.04 0.24 0.1760
C 5.45706 -0.91677 -1.21242 1.15 1.81 0.40 -0.0111
C 6.46628 0.27488 -0.97622 0.40 -0.39 -0.51 0.0702
O 7.64579 0.13223 -1.84624 -0.97 -0.40 0.24 -0.0198
H 4.54559 -0.83463 -0.62032 0.30 0.27 0.46 0.0050
H 6.03118 -1.78119 -0.87886 -0.44 -0.40 -0.62 -0.0134
H 5.07933 -0.88711 -2.23446 0.57 -0.51 -0.17 0.0045
H 6.86400 0.26768 0.03860 -0.42 -0.18 0.25 0.0009
H 6.08431 1.27823 -1.16453 -0.55 -0.14 -0.02 -0.0128
H 8.34166 0.66067 -1.44862 0.01 0.02 -0.02 0.0017
C 1.13738 0.35496 -1.18254 -0.56 1.77 0.81 0.0206
C 0.43220 0.04219 0.13150 0.25 -1.01 -0.08 -0.6427
O -0.73635 0.78929 0.45016 0.50 0.41 -1.10 0.1693
H 0.60059 0.00411 -2.06394 0.38 -0.09 -0.04 -0.0007
H 2.19285 0.10171 -1.08288 -0.17 -0.80 -0.36 0.0737
H 1.21966 1.44164 -1.20397 -0.30 0.31 -0.47 -0.0259
H 1.21063 0.14660 0.88731 -0.27 0.00 0.29 0.0605
H 0.15120 -1.00760 0.04742 0.05 -0.34 0.52 0.1709
H -1.06033 0.49515 1.30462 0.11 -0.12 0.37 0.0258
C -1.46923 3.73424 -2.22304 -0.09 -0.46 -1.35 -0.0333
C -1.80832 4.92504 -3.14332 0.11 0.01 1.03 0.0522
O -0.62589 5.42458 -3.83530 -1.35 -0.24 0.59 -0.0723
H -0.70161 3.14831 -2.72857 0.32 0.10 -0.01 0.0414
H -2.30918 3.04114 -2.26984 -0.24 0.10 0.54 0.0773
H -1.13408 3.87644 -1.19564 -0.22 0.48 -0.17 0.0210
H -2.31946 5.71346 -2.59086 0.59 0.44 0.51 0.0042
H -2.65349 4.67721 -3.78548 0.55 -0.59 -0.88 0.0011
H -0.74655 6.37674 -3.81425 0.32 0.10 -0.22 0.0089
C -2.49686 -0.78085 -2.47761 -0.24 -0.82 0.97 0.1215
C -1.75413 -2.07303 -1.98374 -0.92 1.26 -1.74 0.1592
O -1.98882 -3.04663 -3.02182 0.05 -0.66 0.69 -0.1269
H -2.57095 0.06194 -1.79035 0.67 -0.04 0.17 -0.0470
H -3.51976 -1.15681 -2.49836 -0.21 0.22 -0.62 -0.0153
H -2.18402 -0.43302 -3.46211 0.09 -0.12 0.02 -0.0099
H -2.30820 -2.41343 -1.10896 0.52 -0.21 0.07 0.0598
H -0.68318 -1.95321 -1.81993 -0.07 0.02 0.27 -0.0017
H -1.65344 -2.75413 -3.87245 0.15 0.34 0.16 0.0084
C 2.43100 -2.71876 -2.44208 0.61 -0.59 0.41 0.0229
C 2.58935 -3.15769 -0.95444 -0.29 0.75 -0.63 -0.0024
O 2.72012 -4.58259 -0.76277 -0.15 0.99 -0.43 -0.0459
H 1.41989 -2.84606 -2.82880 0.10 -0.52 -0.11 0.0016
H 3.20162 -3.29526 -2.95385 -0.42 -0.35 -0.52 -0.0027
H 2.69558 -1.69295 -2.69861 0.00 0.25 0.73 -0.0077
H 1.72073 -2.81794 -0.39039 0.13 0.20 0.25 0.0330
H 3.48073 -2.65508 -0.57905 -0.07 -0.41 0.28 0.0134
H 1.80642 -4.87621 -0.73966 0.02 -0.44 0.02 0.0164
C -4.23195 0.33078 0.88917 0.00 0.43 -0.87 -0.1113
C -5.45115 1.23117 0.84319 -1.68 -0.53 -0.04 0.0672
O -5.41145 2.33206 1.70575 0.83 0.91 0.66 -0.1536
H -3.72752 0.19396 1.84569 -0.38 0.27 0.06 0.2658
H -3.53377 0.76264 0.17214 0.46 -0.13 0.25 0.1087
H -4.49570 -0.65129 0.49663 -0.07 -0.09 0.05 -0.0772
H -6.39074 0.73163 1.07935 0.05 -0.89 0.34 -0.0498
H -5.70455 1.57445 -0.15982 0.74 0.00 -0.50 -0.0564
H -5.93213 3.04177 1.32261 0.04 0.04 0.06 0.0884
```
Positions in Å, forces in eV/Å.

Output
- charge = -1
- gap between HOMO and LUMO (spin up / spin down) (eV) = 1.6464 / 9.7232
- molecular weight (g mol⁻¹) = 368.55
- E_HOMO (spin up / spin down) (eV) = 0.770 / -7.361
- 2S+1 = 2

=====

[3]
DFT (ωB97M-V/def2-TZVPD) results for a cluster of 8 separate species, C16H48O8 in total.

Structure (XYZ):
```
72
Properties=species:S:1:pos:R:3:forces:R:3:mulliken_charge:R:1
C -11.81430 -4.84184 20.58639 -0.31 -0.58 -0.11 -1.2456
C -10.35713 -5.23783 20.59817 0.55 0.05 -0.16 0.6368
O -9.56625 -4.15281 20.13080 -0.06 0.05 0.02 -0.5800
H -11.98234 -3.81835 20.91312 0.18 -0.01 0.25 0.3154
H -12.34748 -5.54221 21.23644 -0.17 0.23 0.03 0.3330
H -12.26370 -4.93397 19.59560 0.17 0.04 -0.06 0.3101
H -10.16446 -6.11774 19.97159 -0.26 0.01 -0.09 -0.3330
H -10.03815 -5.55300 21.60129 -0.07 0.27 0.10 0.2376
H -8.72664 -4.52211 19.82071 -0.09 -0.13 0.06 0.2893
C -6.18419 -5.59457 21.30107 0.10 0.85 0.36 -1.2629
C -6.15009 -5.80530 19.80064 -0.43 -0.23 0.52 -0.1249
O -7.48732 -5.92521 19.28485 0.59 0.21 -0.29 -0.0455
H -6.66929 -4.64291 21.54445 -0.14 -0.09 -0.16 0.3111
H -5.17872 -5.49131 21.71931 0.02 -0.29 -0.09 0.4185
H -6.73434 -6.36356 21.84072 0.10 -0.24 -0.17 0.2073
H -5.57521 -6.70544 19.57411 0.00 0.04 -0.23 0.3178
H -5.70065 -4.94431 19.30607 0.16 -0.05 -0.01 0.3696
H -7.73318 -6.86602 19.33494 -0.14 -0.02 0.37 -0.0269
C -8.21011 -8.73267 17.40870 -0.59 0.31 -0.13 -0.7034
C -9.01989 -8.91588 18.67489 0.82 -0.52 0.35 0.5200
O -8.18031 -8.54375 19.79794 -0.44 0.04 -0.60 -0.5101
H -7.34996 -9.39675 17.39210 0.10 0.05 0.00 0.2219
H -7.90357 -7.68916 17.31682 0.24 -0.11 0.05 -0.1052
H -8.82279 -8.89810 16.51926 0.03 -0.19 0.06 0.4272
H -9.25913 -9.96853 18.84326 -0.25 0.00 -0.31 -0.4067
H -9.94754 -8.33872 18.64976 0.03 0.12 0.11 0.2971
H -8.50011 -9.05250 20.55970 0.06 0.26 0.22 0.2766
C -7.87287 -5.80293 12.54705 0.27 -0.05 0.00 -0.9972
C -7.01976 -6.36460 13.67067 -0.01 0.25 0.83 -0.2857
O -7.82126 -6.60985 14.83401 0.01 -0.33 -0.33 -0.4767
H -7.23157 -5.30277 11.81802 -0.11 -0.05 -0.11 0.3245
H -8.56079 -5.07267 12.96910 0.00 0.09 -0.05 0.2403
H -8.46384 -6.56390 12.03885 0.02 -0.07 0.04 0.3247
H -6.23791 -5.65091 13.95409 -0.05 0.09 -0.19 0.2638
H -6.49298 -7.28714 13.41737 -0.17 -0.07 -0.26 0.3672
H -7.50756 -6.03573 15.54459 0.01 0.25 0.06 0.2573
C -6.64512 -12.49046 20.48106 0.23 0.13 0.51 -0.8572
C -6.52639 -12.40614 18.95897 -0.39 0.10 0.41 0.2423
O -6.52206 -13.64781 18.29777 0.51 -0.12 0.13 -0.5579
H -7.23952 -13.31806 20.87454 -0.27 0.00 -0.40 0.3452
H -7.06643 -11.55775 20.86886 -0.02 -0.03 -0.02 0.0325
H -5.66655 -12.60965 20.95483 0.03 -0.01 -0.15 0.3670
H -5.58886 -11.88538 18.76540 0.00 -0.13 -0.42 0.3582
H -7.33876 -11.78572 18.55699 0.02 0.09 0.07 -0.2568
H -7.37530 -14.07141 18.45776 -0.09 0.09 -0.20 0.3278
C -10.55142 -10.31734 23.93432 -0.65 -0.24 -0.24 -1.1921
C -9.83647 -10.83600 22.68579 0.39 0.69 1.03 -0.1555
O -8.95159 -9.82593 22.15755 -0.32 -0.24 -0.15 -0.5116
H -11.39499 -9.68271 23.65469 0.23 0.25 -0.01 0.2961
H -9.89253 -9.76515 24.60036 0.11 -0.03 0.00 0.3097
H -11.01041 -11.14043 24.49034 0.24 -0.06 0.00 0.3852
H -10.58394 -11.07211 21.93665 0.26 -0.19 -0.30 0.2335
H -9.21327 -11.68817 22.95998 -0.27 -0.32 -0.30 0.2772
H -8.18337 -9.80604 22.73588 0.04 0.12 -0.03 0.2144
C -10.75455 -12.27566 18.21641 -0.19 0.02 0.31 -0.8283
C -9.86514 -13.03288 17.24796 -0.16 -0.02 0.46 -0.2669
O -9.27591 -14.16084 17.89838 0.30 0.02 0.00 -0.5102
H -11.59424 -12.88311 18.56586 -0.16 0.07 -0.31 0.4230
H -11.10914 -11.33444 17.79294 -0.19 -0.14 -0.09 0.3304
H -10.21693 -12.01991 19.13329 0.30 -0.04 -0.16 0.0542
H -9.06711 -12.36441 16.92892 0.25 -0.29 -0.06 0.2560
H -10.39114 -13.38997 16.36056 -0.15 0.24 -0.03 0.3162
H -9.97055 -14.76749 18.16898 -0.07 0.03 -0.03 0.2829
C -8.39587 -2.94236 15.54220 0.13 -0.89 0.20 -0.9045
C -8.18554 -3.66808 16.86700 -0.04 0.53 0.11 0.0031
O -7.08326 -4.56902 16.77410 0.15 0.11 -0.13 -0.6884
H -8.15075 -3.64671 14.74366 -0.13 0.14 -0.10 -0.0028
H -7.74854 -2.07469 15.45060 -0.05 0.09 -0.03 0.3084
H -9.44685 -2.67432 15.46183 0.04 0.26 -0.14 0.3625
H -9.07709 -4.21732 17.17825 -0.07 0.01 -0.11 0.1555
H -7.98859 -2.90478 17.63030 -0.01 -0.22 0.15 0.3181
H -7.00798 -4.99110 17.64175 -0.16 -0.22 -0.05 0.3694
```
Positions in Å, forces in eV/Å.

Output
- gap between HOMO and LUMO (eV) = 9.9624
- molecular weight (g mol⁻¹) = 368.55
- E_HOMO (eV) = -9.608
- SMILES = CCO.CCO.CCO.CCO.CCO.CCO.CCO.CCO

=====

| no. | largest force on an atom (hartree/bohr) |
| --- | --- |
| 1 | 0.1095 |
| 2 | 0.0454 |
| 3 | 0.0252 |